1.
The molecule C2H6INO2S at a distorted geometry, computed with wB97M-V/def2-TZVPD.

Each line ends with the natural charge from an NBO analysis.
Cartesian coordinates (Å):
C -0.2161 1.8024 0.3395  -0.6315
C 0.6456 1.0044 -0.5469  -0.5263
N -1.4881 -2.3075 0.1683  -0.5648
O 1.9992 -1.2692 -0.2866  -0.9596
O -0.4959 -0.8940 -0.5139  -0.6790
S 0.8407 -0.6514 0.2919  1.4822
I -0.2227 -3.0229 1.4743  0.4147
H 0.2564 1.7322 1.2696  0.2072
H -0.2475 2.8398 -0.0993  0.2211
H -1.3245 1.4963 0.4665  0.2288
H 1.6572 1.4347 -0.5862  0.2249
H 0.2836 0.8541 -1.5166  0.2324
H -1.6879 -3.0189 -0.4607  0.3499

Results
* ΔE to the lowest compared entry with this formula, charge and spin: 357.9 kJ/mol
* total charge: 0
* LUMO (alpha / beta): -1.1 / -1.1 eV
* maximum force: 4.61 eV/Å

2.
The molecule C2H6INO3 at a distorted geometry, computed with wB97M-V/def2-TZVPD.

Each line ends with the natural charge from an NBO analysis.
Cartesian coordinates (Å):
C -0.5023 -1.9384 -1.0407  -0.2556
O -0.1887 -0.5786 -1.2384  -0.3475
N 0.3147 -0.0154 -0.1573  0.3434
O 0.0516 1.3138 -0.2877  -0.3672
C 0.1861 2.1632 0.8546  -0.2548
O 1.8842 -0.2406 -0.4290  -0.6882
I 2.8295 -0.7669 1.1629  0.4117
H -1.0444 -1.9909 -0.0474  0.1906
H 0.4207 -2.5277 -1.0349  0.1873
H -1.0484 -2.2594 -1.8594  0.1997
H 1.3122 2.0657 1.1071  0.1881
H -0.2604 1.8830 1.7306  0.1810
H -0.2318 3.0982 0.5119  0.2116

Results
* ΔE to the lowest compared entry with this formula, charge and spin: 0.0 kJ/mol
* total charge: 0
* LUMO: -0.2 eV
* maximum force: 4.30 eV/Å
* structure (SMILES): CON(OC)OI

3.
A cluster of 2 separate species, C2H6INOS in total at a distorted geometry, computed with wB97M-V/def2-TZVPD.

Each line ends with the natural charge from an NBO analysis.
Cartesian coordinates (Å):
C -0.1886 1.4088 0.0813  -0.6513
C -0.8459 0.2059 -0.5329  -0.5102
N -0.0098 -1.5217 1.2831  -0.9526
O -0.0278 -2.3367 -1.1711  -0.8334
S 0.2529 -1.2840 -0.2116  1.7640
I 3.4660 0.5874 -0.1870  -0.4518
H -0.8888 2.2402 0.1382  0.2365
H 0.1546 1.1729 1.0879  0.2464
H 0.6648 1.7299 -0.5135  0.2490
H -0.9471 0.2657 -1.6125  0.2464
H -1.7917 -0.0462 -0.0598  0.2519
H 0.1615 -2.4222 1.6980  0.4051

Results
* ΔE to the lowest compared entry with this formula, charge and spin: 160.6 kJ/mol
* total charge: 0
* LUMO (alpha / beta): -3.6 / -3.6 eV
* maximum force: 2.20 eV/Å

4.
The molecule C2H6IOPS at a distorted geometry, computed with wB97M-V/def2-TZVPD.

Each line ends with the natural charge from an NBO analysis.
Cartesian coordinates (Å):
C 0.8510 0.5680 0.3401  -0.6764
C -0.5222 -0.2349 0.0219  -0.5930
O -1.8035 1.9653 -0.6617  -0.9163
P 2.3985 -0.4885 -0.0733  0.2647
S -1.8410 1.0420 0.4231  1.1623
I -3.6690 -0.5730 -0.0270  -0.1447
H 0.8129 1.5175 -0.1508  0.2416
H 0.7422 0.8108 1.3483  0.2227
H -0.4498 -0.9674 0.7441  0.2168
H -0.7519 -0.7265 -0.9449  0.2465
H 2.1082 -1.1170 -1.3988  -0.0044
H 2.1247 -1.7964 0.3789  -0.0199

Results
* ΔE to the lowest compared entry with this formula, charge and spin: 51.7 kJ/mol
* total charge: 0
* LUMO: -0.8 eV
* maximum force: 4.18 eV/Å

5.
The ion C2H6N2 with charge -1 at a distorted geometry, computed with wB97M-V/def2-TZVPD.

Each line ends with the Löwdin spin population.
Cartesian coordinates (Å):
C -1.1699 -0.7242 -0.3480  0.4999
N -0.0893 0.2218 -0.2502  0.0385
C 1.0514 0.0502 0.4955  0.1267
N 1.8893 1.0468 0.5798  0.0208
H -1.9745 -0.2145 -0.7465  0.0955
H -1.4388 -0.9415 0.6606  0.0599
H -0.8078 -1.6151 -0.8352  0.0868
H 0.0575 0.9917 -0.9216  0.0417
H 0.8504 -0.6342 1.3242  0.0234
H 1.6317 1.8191 0.0414  0.0068

Results
* ΔE to the lowest compared entry with this formula, charge and spin: 77.0 kJ/mol
* total charge: -1
* 2S+1: 2
* LUMO (alpha / beta): 4.9 / 4.8 eV
* maximum force: 4.07 eV/Å

6.
The molecule C2H6N2 at a distorted geometry, computed with wB97M-V/def2-TZVPD.

Each line ends with the natural charge from an NBO analysis.
Cartesian coordinates (Å):
C -1.0923 -0.2383 -0.0293  -0.7088
C -0.2840 0.9502 0.1532  -0.0723
N 1.0001 0.9145 -0.0681  -0.2002
N 1.5515 -0.2817 0.1188  -0.6755
H -1.1788 -0.9441 0.9330  0.2064
H -0.6693 -0.9901 -0.8155  0.2187
H -2.0763 -0.0196 -0.4122  0.2412
H -0.6855 2.0089 0.1354  0.1964
H 2.6371 -0.3644 -0.3796  0.4132
H 0.7975 -1.0354 0.3645  0.3810

Results
* ΔE to the lowest compared entry with this formula, charge and spin: 314.1 kJ/mol
* total charge: 0
* LUMO: 1.0 eV
* maximum force: 5.24 eV/Å
* structure (SMILES): C/C=N\N

7.
The molecule C2H6N2 at a distorted geometry, computed with wB97M-V/def2-TZVPD.

Each line ends with the natural charge from an NBO analysis.
Cartesian coordinates (Å):
N -1.6241 -0.2522 0.0789  -0.6666
N -0.1742 -0.1970 -0.6434  -0.2686
C 0.7219 0.6918 0.0255  -0.2950
C 0.9094 -0.8068 0.0129  -0.2630
H -2.2202 -0.0841 -0.7376  0.3541
H -1.5446 0.6206 0.5774  0.3315
H 0.4400 1.0875 0.9571  0.1758
H 1.1287 1.4687 -0.5625  0.1992
H 1.5491 -1.2603 -0.8109  0.2177
H 0.8141 -1.2681 1.1026  0.2148

Results
* ΔE to the lowest compared entry with this formula, charge and spin: 347.3 kJ/mol
* total charge: 0
* LUMO: 1.3 eV
* maximum force: 4.45 eV/Å
* structure (SMILES): NN1CC1

8.
A structure of composition C2H6N2 at a distorted geometry, computed with wB97M-V/def2-TZVPD.

Each line ends with the natural charge from an NBO analysis.
Cartesian coordinates (Å):
C -0.4781 -1.1802 0.5627  -0.6639
N 1.2016 -0.1074 -0.7665  -0.7309
C -0.0434 0.1498 -0.0347  0.3435
N -0.7463 1.2194 0.2468  -0.7746
H -0.6721 -1.9764 -0.1586  0.2235
H -1.4266 -1.0255 1.0763  0.2295
H 0.2397 -1.5116 1.3061  0.2376
H 0.1803 0.1019 -1.2833  0.4073
H 1.8219 0.7044 -0.8404  0.3648
H -0.1534 1.8672 0.7755  0.3631

Results
* ΔE to the lowest compared entry with this formula, charge and spin: 403.9 kJ/mol
* total charge: 0
* LUMO: 0.5 eV
* maximum force: 4.35 eV/Å

9.
The molecule C2H6N2O at a distorted geometry, computed with wB97M-V/def2-TZVPD.

Each line ends with the natural charge from an NBO analysis.
Cartesian coordinates (Å):
C -1.7454 -0.1630 1.1157  -0.4290
N -1.2087 -0.1917 -0.2522  -0.4597
N -0.0032 0.4119 -0.5233  -0.4660
C 1.1613 -0.2952 -0.3877  0.5193
O 2.2846 0.2006 -0.2301  -0.5974
H -1.6379 0.9009 1.6799  0.1702
H -2.8569 -0.3958 0.9223  0.2184
H -1.1986 -0.9083 1.7264  0.2055
H -1.7953 0.0664 -0.9634  0.3589
H 0.1526 1.3390 -0.0876  0.3599
H 1.0473 -1.3990 -0.3766  0.1200

Results
* ΔE to the lowest compared entry with this formula, charge and spin: 219.4 kJ/mol
* total charge: 0
* LUMO: 0.9 eV
* maximum force: 2.69 eV/Å
* structure (SMILES): CNNC=O

10.
A cluster of 2 separate species, C2H6N2O in total at a distorted geometry, computed with wB97M-V/def2-TZVPD.

Each line ends with the natural charge from an NBO analysis.
Cartesian coordinates (Å):
H 0.8561 0.3664 -1.6976  0.3483
N 0.6064 -0.1963 -0.8905  -0.7475
C 1.5762 -0.3727 -0.0951  0.2820
N 1.3648 -0.9655 1.1115  -0.8169
H 2.6242 -0.2583 -0.3766  0.1515
H 2.0750 -1.3116 1.7272  0.3938
H 0.4418 -1.3547 1.2290  0.3940
C -2.3659 1.0303 -0.2390  0.2806
O -3.2610 0.8203 -1.0125  -0.5107
H -2.5165 0.8310 0.8378  0.0988
H -1.4012 1.4111 -0.5943  0.1262

Results
* ΔE to the lowest compared entry with this formula, charge and spin: 189.2 kJ/mol
* total charge: 0
* LUMO: 0.9 eV
* maximum force: 1.18 eV/Å
* structure (SMILES): [H]/N=C/N.C=O

11.
The molecule C2H6N2O at a distorted geometry, computed with wB97M-V/def2-TZVPD.

Each line ends with the natural charge from an NBO analysis.
Cartesian coordinates (Å):
C 1.8774 -0.4300 0.0332  -0.2636
O 1.1434 0.7816 -0.0230  -0.5052
C -0.1676 0.8921 0.1227  0.3971
N -0.9412 -0.1172 -0.0722  -0.3920
N -2.2919 -0.0194 0.0994  -0.6815
H 1.3394 -1.2222 -0.5981  0.1969
H 1.9873 -0.8707 1.0550  0.1881
H 2.8194 -0.2059 -0.4378  0.1958
H -0.4760 1.9476 0.1610  0.1556
H -2.7522 0.1517 -0.8137  0.3518
H -2.5382 -0.9076 0.4734  0.3570

Results
* ΔE to the lowest compared entry with this formula, charge and spin: 280.5 kJ/mol
* total charge: 0
* LUMO: 1.2 eV
* maximum force: 3.62 eV/Å
* structure (SMILES): CO/C=N/N

12.
The molecule C2H6N2O at a distorted geometry, computed with wB97M-V/def2-TZVPD.

Each line ends with the natural charge from an NBO analysis.
Cartesian coordinates (Å):
H 1.9257 0.8916 0.2369  0.3179
N 1.9678 -0.2155 0.2685  -0.6353
C 0.8495 -0.5769 -0.2939  0.2148
N -0.4849 0.0978 -0.5250  -0.1629
C -1.5236 -0.6823 0.2967  -0.5014
O -0.4486 1.3754 -0.0070  -0.5360
H 0.9247 -1.7347 -0.2865  0.1859
H -1.3791 -1.8777 0.0883  0.2150
H -1.7699 -0.5448 1.4233  0.2268
H -2.4244 -0.5378 -0.4848  0.2343
H -0.0245 1.1790 0.8572  0.4408

Results
* ΔE to the lowest compared entry with this formula, charge and spin: 481.8 kJ/mol
* total charge: 0
* LUMO: 0.9 eV
* maximum force: 5.18 eV/Å
* structure (SMILES): [H]/N=C\N(C)O